1:
{
  "formula": "C23H32N4O3",
  "method": "ωB97M-V/def2-TZVPD",
  "gap_ev": 8.828,
  "smiles": "COc1cccc(CCC(=O)N2CCC(n3nccc3NC(=O)CC(C)C)CC2)c1",
  "elements": ["C", "O", "C", "C", "C", "C", "C", "C", "C", "C", "O", "N", "C", "C", "C", "N", "N", "C", "C", "C", "N", "C", "O", "C", "C", "C", "C", "C", "C", "C", "H", "H", "H", "H", "H", "H", "H", "H", "H", "H", "H", "H", "H", "H", "H", "H", "H", "H", "H", "H", "H", "H", "H", "H", "H", "H", "H", "H", "H", "H", "H", "H"],
  "xyz": [[4.796, -1.800, 2.696], [3.885, -0.822, 3.128], [3.699, 0.286, 2.354], [2.783, 1.219, 2.839], [2.536, 2.378, 2.132], [3.187, 2.622, 0.934], [4.087, 1.694, 0.431], [4.734, 1.914, -0.907], [3.829, 1.421, -2.053], [2.529, 2.208, -2.031], [2.483, 3.330, -2.508], [1.450, 1.650, -1.439], [1.368, 0.304, -0.904], [0.258, 0.211, 0.135], [-1.117, 0.511, -0.477], [-1.989, 1.019, 0.558], [-1.700, 2.180, 1.141], [-2.660, 2.416, 2.011], [-3.601, 1.383, 2.010], [-3.127, 0.492, 1.064], [-3.707, -0.711, 0.650], [-3.085, -1.928, 0.595], [-1.895, -2.071, 0.770], [-4.008, -3.069, 0.224], [-3.884, -3.393, -1.275], [-4.406, -2.242, -2.132], [-4.644, -4.677, -1.594], [-0.982, 1.538, -1.613], [0.226, 2.432, -1.377], [4.343, 0.528, 1.147], [5.810, -1.396, 2.605], [4.787, -2.573, 3.463], [4.493, -2.240, 1.740], [2.285, 1.012, 3.773], [1.827, 3.096, 2.516], [2.993, 3.530, 0.384], [4.913, 2.980, -1.056], [5.690, 1.389, -0.960], [3.672, 0.346, -1.989], [4.321, 1.647, -3.001], [1.178, -0.414, -1.715], [2.306, 0.039, -0.416], [0.456, 0.937, 0.924], [0.245, -0.784, 0.578], [-1.566, -0.406, -0.861], [-2.647, 3.308, 2.606], [-4.485, 1.289, 2.606], [-4.717, -0.703, 0.639], [-3.694, -3.942, 0.798], [-5.046, -2.840, 0.469], [-2.822, -3.546, -1.497], [-5.459, -2.058, -1.924], [-4.308, -2.486, -3.187], [-3.850, -1.326, -1.945], [-5.702, -4.560, -1.365], [-4.256, -5.510, -1.013], [-4.548, -4.921, -2.649], [-1.882, 2.151, -1.667], [-0.868, 1.016, -2.565], [0.300, 3.206, -2.144], [0.131, 2.915, -0.399], [5.052, -0.181, 0.745]]
}

***

2:
{
  "formula": "C23H32N4O3",
  "method": "ωB97M-V/def2-TZVPD",
  "gap_ev": 8.702,
  "smiles": "CCOC(=O)[C@H]1CCCN(Cc2c(C(=O)N3CCCCC3)nc3c(C)cccn23)C1",
  "elements": ["C", "C", "O", "C", "O", "C", "C", "C", "C", "N", "C", "C", "C", "C", "O", "N", "C", "C", "C", "C", "C", "N", "C", "C", "C", "C", "C", "C", "N", "C", "H", "H", "H", "H", "H", "H", "H", "H", "H", "H", "H", "H", "H", "H", "H", "H", "H", "H", "H", "H", "H", "H", "H", "H", "H", "H", "H", "H", "H", "H", "H", "H"],
  "xyz": [[-5.834, -0.869, 1.839], [-4.395, -1.362, 1.793], [-3.649, -0.696, 0.775], [-3.141, 0.504, 1.073], [-3.249, 1.028, 2.153], [-2.446, 1.107, -0.123], [-3.455, 1.982, -0.882], [-2.751, 2.704, -2.028], [-1.552, 3.491, -1.489], [-0.602, 2.679, -0.751], [0.188, 1.803, -1.618], [1.206, 1.056, -0.833], [1.424, -0.303, -0.641], [0.551, -1.366, -1.187], [-0.531, -1.056, -1.686], [0.945, -2.655, -1.154], [2.150, -3.200, -0.576], [1.801, -4.066, 0.636], [0.830, -5.172, 0.229], [-0.400, -4.558, -0.434], [0.026, -3.678, -1.608], [2.510, -0.494, 0.154], [2.964, 0.705, 0.460], [4.067, 1.068, 1.262], [4.895, -0.013, 1.875], [4.314, 2.403, 1.428], [3.489, 3.379, 0.824], [2.432, 3.013, 0.054], [2.185, 1.693, -0.131], [-1.266, 1.981, 0.332], [-6.305, -0.993, 0.867], [-5.855, 0.184, 2.110], [-6.392, -1.435, 2.580], [-3.907, -1.192, 2.759], [-4.350, -2.422, 1.533], [-2.097, 0.296, -0.768], [-4.269, 1.364, -1.266], [-3.877, 2.717, -0.190], [-3.443, 3.390, -2.521], [-2.414, 1.974, -2.765], [-1.022, 3.984, -2.309], [-1.910, 4.265, -0.801], [0.697, 2.451, -2.345], [-0.412, 1.069, -2.167], [2.643, -3.819, -1.337], [2.810, -2.386, -0.281], [1.341, -3.434, 1.398], [2.714, -4.493, 1.052], [1.323, -5.847, -0.475], [0.535, -5.756, 1.103], [-0.939, -3.943, 0.289], [-1.074, -5.339, -0.790], [0.526, -4.287, -2.370], [-0.836, -3.181, -2.055], [4.252, -0.717, 2.400], [5.415, -0.568, 1.096], [5.625, 0.401, 2.565], [5.146, 2.725, 2.035], [3.699, 4.425, 0.982], [1.748, 3.705, -0.410], [-0.533, 1.364, 0.856], [-1.637, 2.733, 1.036]]
}

***

Going by the energies, 2 is most stable and the next is 77.0 kJ/mol up.

***

1:
{
  "formula": "C7H8N4O2",
  "method": "ωB97M-V/def2-TZVPD",
  "gap_ev": [5.751, 5.760],
  "elements": ["C", "C", "C", "C", "C", "C", "C", "N", "N", "N", "N", "O", "O", "H", "H", "H", "H", "H", "H", "H", "H"],
  "xyz": [[-2.036, -0.118, 2.266], [-0.683, -0.256, 2.600], [-2.386, -0.138, 0.881], [0.342, -0.410, 1.673], [-1.397, -0.238, -0.064], [0.013, -0.292, 0.342], [1.314, 1.601, -1.399], [-1.721, -0.124, -1.432], [0.932, -0.671, -0.695], [1.606, 0.349, -1.367], [2.690, -0.071, -2.018], [-2.867, -0.481, -1.734], [1.491, -1.823, -0.708], [-2.733, 0.019, 3.129], [-0.406, -0.406, 3.702], [-3.338, 0.048, 0.470], [1.264, -0.168, 2.158], [1.873, 2.099, -2.148], [0.552, 2.180, -0.971], [2.802, -1.027, -1.720], [2.686, -0.075, -2.965]]
}

***

2:
{
  "formula": "C7H8N4O2",
  "method": "ωB97M-V/def2-TZVPD",
  "gap_ev": 8.680,
  "smiles": "C[C@@]1(C#N)NNC=C1[N+](=O)[O-].C#C",
  "elements": ["C", "C", "C", "N", "N", "N", "C", "C", "N", "O", "O", "H", "H", "H", "H", "H", "H", "C", "C", "H", "H"],
  "xyz": [[0.435, -0.814, 1.396], [0.457, -0.407, -0.045], [0.276, -1.684, -0.787], [0.214, -2.697, -1.310], [-0.657, 0.509, -0.425], [0.024, 1.871, -0.812], [1.354, 1.619, -0.751], [1.783, 0.457, -0.277], [2.986, -0.131, -0.007], [3.952, 0.631, -0.209], [3.055, -1.334, 0.328], [0.937, -1.819, 1.508], [-0.615, -0.876, 1.711], [0.922, -0.085, 1.978], [-1.117, 0.237, -1.533], [-0.388, 2.702, -0.387], [2.028, 2.428, -1.111], [-4.218, -0.519, -0.216], [-3.574, 0.277, 0.389], [-4.914, -1.352, -0.198], [-2.942, 0.989, 0.757]]
}

***

Going by the energies, 1 is most stable and the next is 11.3 kJ/mol up.

***

1:
{
  "formula": "C5H17NO3",
  "method": "ωB97M-V/def2-TZVPD",
  "gap_ev": 8.463,
  "smiles": "C/C=C(\\C)NC.O.O.O",
  "elements": ["C", "C", "C", "C", "N", "C", "H", "H", "H", "H", "H", "H", "H", "H", "H", "H", "H", "O", "H", "H", "O", "H", "H", "O", "H", "H"],
  "xyz": [[1.991, -0.458, 0.456], [0.587, -0.802, 0.862], [-0.401, -0.074, 0.338], [-0.234, 1.137, -0.553], [-1.720, -0.369, 0.794], [-2.698, 0.649, 1.134], [1.921, 0.372, -0.239], [2.545, -0.066, 1.320], [2.573, -1.290, 0.081], [0.558, -1.665, 1.524], [-1.227, 1.520, -0.804], [0.372, 0.908, -1.430], [0.250, 1.977, -0.031], [-2.133, -1.247, 0.538], [-3.079, 0.369, 2.121], [-2.262, 1.662, 1.188], [-3.555, 0.773, 0.457], [-0.634, -1.925, -2.956], [-1.543, -1.735, -3.227], [-0.373, -1.116, -2.495], [0.963, 1.397, 3.076], [1.223, 0.649, 3.610], [0.333, 1.152, 2.410], [2.457, -0.263, -2.573], [2.244, -1.165, -2.290], [1.843, -0.387, -3.308]]
}

***

2:
{
  "formula": "C5H17NO3",
  "method": "ωB97M-V/def2-TZVPD",
  "gap_ev": 8.464,
  "smiles": "CN(C)CCCO.O.O",
  "elements": ["C", "N", "C", "C", "C", "C", "O", "H", "H", "H", "H", "H", "H", "H", "H", "H", "H", "H", "H", "H", "O", "H", "H", "O", "H", "H"],
  "xyz": [[0.306, 2.649, -0.167], [-0.295, 1.645, -1.030], [-1.651, 1.289, -0.605], [0.644, 0.553, -1.238], [0.081, -0.878, -1.252], [1.037, -1.934, -0.756], [1.479, -1.706, 0.589], [-0.370, 3.499, -0.048], [0.611, 2.185, 0.768], [1.165, 3.058, -0.702], [-1.724, 0.753, 0.349], [-2.236, 2.212, -0.644], [-2.071, 0.650, -1.367], [1.448, 0.612, -0.496], [1.126, 0.664, -2.206], [-0.840, -0.924, -0.687], [-0.221, -1.141, -2.248], [1.938, -2.011, -1.362], [0.550, -2.917, -0.774], [1.182, -0.847, 0.922], [-1.057, -2.233, 1.622], [-1.346, -2.881, 2.269], [-0.136, -2.434, 1.376], [0.176, 0.252, 2.221], [0.621, 0.384, 3.072], [-0.418, -0.498, 2.395]]
}

***

3:
{
  "formula": "C5H17NO3",
  "method": "ωB97M-V/def2-TZVPD",
  "gap_ev": 8.904,
  "smiles": "C/C=C(\\C)NC.O.O.O",
  "elements": ["C", "C", "C", "C", "N", "C", "H", "H", "H", "H", "H", "H", "H", "H", "H", "H", "H", "O", "H", "H", "O", "H", "H", "O", "H", "H"],
  "xyz": [[-2.078, -0.620, 0.008], [-1.026, 0.472, -0.094], [0.222, 0.477, 0.366], [0.932, -0.657, 1.061], [1.058, 1.569, -0.020], [1.241, 2.628, 0.985], [-3.067, -0.172, 0.210], [-2.292, -1.076, -0.957], [-1.874, -1.403, 0.716], [-1.515, 1.361, -0.472], [1.984, -0.510, 1.272], [0.878, -1.551, 0.445], [0.577, -0.905, 2.088], [1.744, 1.245, -0.678], [0.300, 2.756, 1.519], [2.060, 2.351, 1.649], [1.299, 3.647, 0.592], [1.761, -1.304, -3.122], [2.162, -1.161, -2.267], [1.355, -0.465, -3.397], [-1.541, 0.818, 3.064], [-0.799, 1.249, 2.634], [-1.079, -0.016, 3.165], [-0.746, -2.569, -2.010], [0.161, -2.374, -2.232], [-0.744, -3.254, -1.339]]
}

***

4:
{
  "formula": "C5H17NO3",
  "method": "ωB97M-V/def2-TZVPD",
  "gap_ev": 9.363,
  "smiles": "C/C=C/CCN.O.O.O",
  "elements": ["C", "C", "C", "C", "C", "N", "H", "H", "H", "H", "H", "H", "H", "H", "H", "H", "H", "O", "H", "H", "O", "H", "H", "O", "H", "H"],
  "xyz": [[2.230, -1.290, 1.170], [0.797, -0.904, 0.980], [0.189, 0.085, 1.663], [-1.276, 0.355, 1.668], [-1.964, -0.179, 0.257], [-2.423, 0.914, -0.560], [2.747, -0.675, 1.938], [2.690, -1.744, 0.315], [2.339, -2.167, 1.882], [0.296, -1.434, 0.168], [0.734, 0.792, 2.291], [-1.788, -0.148, 2.493], [-1.471, 1.446, 1.696], [-2.750, -0.828, 0.566], [-1.213, -0.815, -0.168], [-2.305, 0.649, -1.548], [-3.348, 1.204, -0.297], [1.163, 2.334, -0.227], [1.761, 1.996, 0.431], [0.332, 1.819, -0.063], [-0.690, -0.536, -3.400], [0.059, -0.384, -2.737], [-0.367, -0.122, -4.200], [1.155, -0.347, -1.507], [1.046, 0.527, -1.069], [2.057, -0.546, -1.742]]
}

***

Going by the energies, 2 is most stable and the next is 80.4 kJ/mol up.

***

1:
{
  "formula": "C2H3N3",
  "method": "ωB97M-V/def2-TZVPD",
  "gap_ev": 10.685,
  "smiles": "c1nc[nH]n1",
  "elements": ["C", "N", "C", "N", "N", "H", "H", "H"],
  "xyz": [[-1.112, -0.104, 0.006], [-0.542, 1.113, -0.038], [0.798, 0.716, 0.109], [0.905, -0.514, -0.112], [-0.280, -1.143, -0.007], [-2.232, -0.290, 0.179], [1.650, 1.444, -0.137], [1.884, -1.021, 0.369]]
}

***

2:
{
  "formula": "C2H3N3",
  "method": "ωB97M-V/def2-TZVPD",
  "gap_ev": [9.147, 9.147],
  "elements": ["C", "C", "N", "N", "N", "H", "H", "H"],
  "xyz": [[0.364, 0.247, -0.193], [-1.803, -0.594, 0.192], [-2.512, 0.600, 0.514], [-2.590, 0.284, -0.681], [0.251, 1.433, 0.114], [1.070, -0.376, -0.696], [-2.032, -1.448, 0.664], [1.060, 2.042, -0.138]]
}

***

Going by the energies, 1 is most stable and the next is 421.2 kJ/mol up.